(A)
{
  "formula": "C3H7IS",
  "method": "wB97M-V/def2-TZVPD",
  "total_charge": 0,
  "elements": ["C", "C", "C", "S", "I", "H", "H", "H", "H", "H", "H", "H"],
  "xyz": [[-0.1187, 1.4137, 0.4369], [0.3765, -1.0913, 0.2736], [-0.5894, 0.0669, 0.0247], [-1.2931, 0.1317, -1.8850], [-2.5081, -0.4526, 1.0801], [-0.9534, 2.1249, 0.1018], [0.8522, 1.4116, -0.0607], [0.2026, 1.4703, 1.5081], [-0.1156, -2.0833, -0.0268], [0.6162, -1.1339, 1.4030], [1.3502, -1.1021, -0.2044], [-1.8069, -1.1795, -1.9909]],
  "lowdin_charge": [-0.229, -0.235, -1.122, 0.517, 0.678, 0.097, 0.079, 0.097, 0.079, 0.100, 0.067, -0.128]
}



(B)
{
  "formula": "C3H7IS",
  "method": "wB97M-V/def2-TZVPD",
  "total_charge": 0,
  "elements": ["C", "C", "C", "S", "I", "H", "H", "H", "H", "H", "H", "H"],
  "xyz": [[0.0029, -0.2270, -1.4532], [-0.5330, 0.3304, -0.0794], [0.1239, -0.3467, 1.1807], [-0.3622, 0.2010, 2.8504], [-0.3943, -2.4800, 1.2767], [-0.2828, -1.3017, -1.5937], [1.0475, -0.0604, -1.3700], [-0.5041, 0.1375, -2.4054], [-0.3662, 1.3964, -0.1021], [-1.6930, 0.2847, 0.1163], [1.1939, -0.2953, 1.1324], [-0.7246, 1.5157, 2.7930]],
  "lowdin_charge": [-0.132, -0.365, -1.082, 0.571, 0.741, 0.042, 0.051, 0.091, 0.082, 0.129, 0.012, -0.139]
}



Most stable one: (B), least stable one: (A).



(A)
{
  "formula": "C2H3N3S",
  "method": "wB97M-V/def2-TZVPD",
  "total_charge": 0,
  "elements": ["C", "C", "H", "H", "H", "N", "N", "N", "S"],
  "xyz": [[-0.7466, -0.2287, -0.2887], [1.0430, 0.6679, -0.0366], [-2.8480, 1.1239, 0.5344], [1.9207, 1.2583, 0.4876], [2.1389, -1.4343, -0.5160], [-0.1771, 1.0104, -0.2115], [1.2295, -0.7417, 0.0673], [-0.0389, -1.3861, 0.0023], [-2.5215, -0.2698, -0.0388]],
  "lowdin_charge": [-0.796, -0.240, -0.029, 0.153, 0.272, 0.046, -0.085, 0.021, 0.658]
}



(B)
{
  "formula": "C2H3N3S",
  "method": "wB97M-V/def2-TZVPD",
  "smiles": "Sc1ncn[nH]1",
  "total_charge": 0,
  "elements": ["C", "C", "H", "H", "H", "N", "N", "N", "S"],
  "xyz": [[0.4644, 0.0315, -0.3229], [-1.5409, -0.0348, 0.2717], [1.6425, 0.5032, -2.2491], [-2.6431, -0.0049, 0.3027], [1.2671, -0.2047, 1.5574], [-0.7409, 0.0727, -0.8434], [-0.8774, -0.1101, 1.4102], [0.4339, -0.0891, 1.0125], [1.9945, -0.1638, -1.1390]],
  "lowdin_charge": [-0.800, -0.223, -0.118, 0.112, 0.138, 0.063, 0.039, -0.014, 0.804]
}



Most stable one: (B), least stable one: (A).



(A)
{
  "formula": "C6H9N2O2",
  "method": "wB97M-V/def2-TZVPD",
  "smiles": "C[NH+](C)C1=CC(=O)NC1=O",
  "total_charge": 1,
  "elements": ["C", "C", "C", "C", "C", "C", "N", "N", "O", "O", "H", "H", "H", "H", "H", "H", "H", "H", "H"],
  "xyz": [[-1.0663, -1.1054, -0.1565], [-0.3654, -0.0302, -0.1967], [-2.4840, -0.7416, 0.0578], [-1.3140, 1.2635, 0.0868], [1.4763, 0.9974, 0.7829], [1.8399, -1.1365, -0.4485], [-2.5433, 0.6801, 0.1398], [1.0656, 0.1452, -0.4134], [-3.3225, -1.5819, 0.1625], [-0.9964, 2.4084, 0.1891], [-0.9160, -2.2164, -0.1642], [0.8500, 0.7650, 1.6813], [2.5801, 1.0548, 0.8126], [1.1489, 1.9831, 0.4032], [1.2798, -1.8807, -1.1699], [2.7735, -1.0225, -1.0697], [2.2931, -1.3703, 0.5179], [-3.4668, 1.2004, 0.0969], [1.1674, 0.5876, -1.3121]],
  "lowdin_charge": [0.087, -0.112, -0.405, -0.366, 0.043, 0.008, 0.190, -0.114, 0.182, 0.144, 0.172, 0.146, 0.125, 0.100, 0.151, 0.121, 0.114, 0.220, 0.192]
}



(B)
{
  "formula": "C6H9N2O2",
  "method": "wB97M-V/def2-TZVPD",
  "total_charge": 1,
  "elements": ["C", "C", "C", "C", "C", "C", "N", "N", "O", "O", "H", "H", "H", "H", "H", "H", "H", "H", "H"],
  "xyz": [[2.6256, -0.6849, 0.5751], [1.2419, 0.8270, -0.4119], [-2.3209, -0.0137, 0.1417], [-1.4139, 0.6226, 1.1632], [-1.5396, -0.1305, -1.2655], [0.6808, -0.4436, -0.5568], [2.4653, 0.6269, 0.2948], [1.5765, -1.3544, 0.0646], [0.8280, 1.9250, -0.6503], [-0.4625, -0.9733, -1.0321], [3.4533, -1.1648, 1.1154], [-2.5925, -1.0278, 0.3409], [-3.2010, 0.5901, -0.0053], [-1.1775, 1.7671, 1.2581], [-0.8202, 0.1434, 1.8029], [-2.2444, -0.7571, -1.8751], [-1.4290, 0.8336, -1.7085], [3.0519, 1.4373, 0.4415], [1.2784, -2.2229, 0.3073]],
  "lowdin_charge": [0.019, -0.419, -0.152, 0.097, -0.135, -0.140, 0.204, 0.209, 0.139, 0.042, 0.177, 0.103, 0.116, 0.126, 0.002, 0.154, 0.127, 0.189, 0.143]
}



Most stable one: (A), least stable one: (B).



(A)
{
  "formula": "C2H2IN2PS",
  "method": "wB97M-V/def2-TZVPD",
  "smiles": "Pc1nnc(I)s1",
  "total_charge": 0,
  "elements": ["C", "C", "N", "N", "P", "S", "I", "H", "H"],
  "xyz": [[-0.0184, 0.4123, 0.4663], [0.8695, -1.0370, -1.2132], [0.5222, 0.9967, -0.5102], [1.0501, 0.1713, -1.4386], [-0.8985, 1.4644, 1.6002], [-0.0490, -1.4516, 0.2480], [1.4629, -2.2933, -2.8330], [-0.7966, 0.7284, 2.7551], [-2.1422, 1.0090, 0.9255]],
  "lowdin_charge": [-0.914, -1.159, -0.080, -0.131, 0.820, 0.867, 0.788, -0.136, -0.053]
}



(B)
{
  "formula": "C2H2IN2PS",
  "method": "wB97M-V/def2-TZVPD",
  "total_charge": 0,
  "elements": ["C", "C", "N", "N", "P", "S", "I", "H", "H"],
  "xyz": [[1.0807, -0.2363, -0.5364], [-2.2167, -0.7775, 0.3961], [0.0244, -0.6187, -0.1791], [-0.9997, -1.1654, 0.1463], [2.6662, 0.3700, -0.0595], [-3.4090, -1.5804, 0.9662], [-2.4517, 1.4431, 0.1549], [2.1949, 1.7026, 0.4180], [3.1109, 0.8626, -1.3064]],
  "lowdin_charge": [-0.333, -1.337, -0.089, -0.080, 0.792, 0.660, 0.557, -0.056, -0.113]
}



Most stable one: (A), least stable one: (B).



(A)
{
  "formula": "C6H37NO14",
  "method": "wB97M-V/def2-TZVPD",
  "total_charge": 0,
  "elements": ["O", "C", "C", "C", "C", "C", "C", "N", "H", "H", "H", "H", "H", "H", "H", "H", "H", "H", "H", "H", "H", "O", "H", "H", "O", "H", "H", "O", "H", "H", "O", "H", "H", "O", "H", "H", "O", "H", "H", "O", "H", "H", "O", "H", "H", "O", "H", "H", "O", "H", "H", "O", "H", "H", "O", "H", "H", "O"],
  "xyz": [[1.6676, 0.3253, 3.4045], [1.2713, 1.3803, 2.9713], [-0.0416, 1.5207, 2.2024], [-1.1163, 0.9380, 3.1297], [-2.3179, 0.5499, 2.2446], [-4.1585, 1.6204, 0.9316], [-3.2751, 1.6809, 1.9248], [-0.3361, 2.9188, 1.9749], [1.8003, 2.3285, 3.1305], [0.0939, 0.9283, 1.2884], [-1.3961, 1.5783, 3.9535], [-0.6884, 0.0628, 3.6225], [-1.9517, -0.0681, 1.4360], [-3.0302, -0.0871, 2.8086], [-4.0799, 0.8317, 0.1773], [-4.8385, 2.4373, 0.7512], [-3.3880, 2.3575, 2.7630], [0.4690, 3.5384, 1.8376], [-0.8994, 3.0590, 1.1430], [-1.4913, -0.3951, -4.6266], [-0.7547, 0.8602, -5.0073], [-0.6892, -0.0808, -5.0679], [-1.3227, -0.9721, -2.6324], [-0.6272, -0.9349, -1.2834], [-0.5332, -0.6078, -2.1919], [0.3051, -2.8482, 2.5130], [-0.9346, -2.7047, 3.3742], [-0.5498, -3.3066, 2.7361], [1.6081, 4.2368, -2.4026], [2.0622, 3.1782, -1.4368], [1.5084, 3.9607, -1.4895], [0.2094, -1.9137, -3.6405], [1.0274, -1.8687, -4.7983], [1.0018, -2.3704, -3.9731], [2.7505, 3.4844, 0.8338], [1.9491, 4.7391, 0.2732], [2.1427, 4.1893, 1.0304], [-2.1574, -3.0069, -0.8725], [-3.3271, -3.9337, -0.6219], [-2.8294, -3.5528, -1.3592], [-0.5568, -2.9575, 1.0707], [-0.3454, -3.8689, -0.0695], [-0.5216, -2.9277, 0.0699], [-2.7503, -2.6020, -2.8578], [-1.7681, -3.1742, -3.8978], [-2.1753, -2.3464, -3.6103], [3.5512, -2.0469, -0.7422], [1.9553, -1.8934, -0.4511], [2.8438, -1.7939, -0.0979], [2.9308, -0.5333, -1.6300], [2.6080, 0.6461, -2.4778], [3.3565, 0.2155, -2.0651], [4.2971, 1.5763, -0.9362], [3.5093, 1.2273, 0.1290], [3.9735, 2.0383, -0.1327], [2.5535, -2.1143, 1.7281], [1.5186, -1.2922, 2.5135], [1.8874, -2.2062, 2.4047]],
  "lowdin_charge": [0.041, -0.172, -0.363, -0.159, -0.205, -0.008, -0.195, 0.058, 0.133, 0.146, 0.119, 0.096, 0.097, 0.120, 0.059, 0.047, 0.104, 0.039, 0.081, 0.019, 0.031, -0.036, -0.004, 0.017, -0.080, 0.005, 0.050, -0.065, 0.052, 0.022, -0.046, -0.031, 0.026, -0.082, -0.005, 0.024, -0.065, 0.026, 0.066, -0.079, 0.015, 0.073, -0.080, 0.023, 0.071, -0.070, 0.101, 0.047, -0.050, 0.002, 0.053, -0.042, 0.036, 0.032, -0.073, 0.009, 0.032, -0.063]
}



(B)
{
  "formula": "C6H37NO14",
  "method": "wB97M-V/def2-TZVPD",
  "total_charge": 0,
  "elements": ["C", "C", "C", "C", "N", "C", "C", "H", "H", "H", "H", "H", "H", "H", "H", "H", "H", "H", "O", "H", "H", "O", "H", "H", "O", "H", "H", "O", "H", "H", "O", "H", "H", "O", "H", "H", "O", "H", "H", "O", "H", "H", "O", "H", "H", "O", "H", "H", "O", "H", "H", "O", "H", "H", "O", "H", "H", "O"],
  "xyz": [[2.0882, 2.3264, 2.5396], [2.0661, 0.9419, 1.7962], [0.7746, 0.7872, 0.9757], [-0.4456, 0.8744, 1.5682], [-1.3584, 0.2006, 0.7191], [-0.6697, -0.4419, -0.3956], [0.6490, -0.0316, -0.1882], [3.0530, 2.6590, 2.9472], [1.5748, 3.0392, 2.0226], [1.6457, 2.2126, 3.5037], [2.7915, 1.0273, 1.0446], [2.1119, 0.1155, 2.5686], [-0.8655, 1.2855, 2.3638], [-2.3875, 0.2769, 0.7088], [-1.1171, -0.8979, -1.3328], [1.5126, -0.4781, -0.5379], [1.9082, 0.5777, -2.5513], [2.8165, 1.1378, -3.6937], [1.9135, 0.5996, -3.5456], [-1.5297, -2.4275, 3.0502], [-1.0033, -1.6098, 1.8718], [-1.6804, -1.7775, 2.3890], [4.2346, 1.0788, -1.2185], [3.7089, -0.0998, -0.4446], [3.4877, 0.7022, -0.8422], [0.3545, -4.2263, 1.9651], [1.2033, -3.2616, 2.9592], [0.4842, -3.9716, 2.9555], [-0.9062, -4.7465, -0.3960], [-1.9944, -4.2259, -1.2706], [-1.6558, -4.2104, -0.4013], [3.1629, -2.9342, -1.3052], [2.2606, -2.5758, -0.0965], [3.0982, -2.4392, -0.4799], [-3.6808, -2.0070, 0.0132], [-3.1529, -1.7823, 1.5785], [-3.5010, -1.4311, 0.7450], [-1.8545, 4.4772, -1.2784], [-2.7829, 3.4658, -0.8598], [-1.9478, 3.8326, -0.6887], [-2.6456, 2.4479, 2.2524], [-2.7896, 3.7526, 1.2352], [-3.2676, 3.2097, 1.8214], [-0.2523, -3.2417, 0.1324], [1.0358, -3.9061, -0.5063], [0.7342, -3.3611, 0.2898], [1.7551, 2.4940, -0.5399], [0.2249, 2.7747, -0.4430], [1.0460, 3.3140, -0.6302], [-0.2581, 3.0533, -3.4382], [-1.4092, 2.1593, -4.0173], [-0.9626, 2.5332, -3.2445], [-4.1438, 1.3824, -0.7790], [-3.9647, 2.5938, 0.2925], [-4.2305, 2.3442, -0.5775], [2.2694, -2.4993, -3.7199], [1.0283, -2.1294, -3.4249], [1.4632, -2.9633, -3.4615]],
  "lowdin_charge": [-0.081, -0.159, -0.271, -0.053, 0.003, -0.051, -0.094, 0.076, 0.027, 0.052, 0.040, 0.131, 0.073, 0.109, 0.132, 0.043, 0.001, 0.109, -0.133, 0.056, -0.057, 0.024, 0.033, 0.008, 0.000, 0.048, 0.068, -0.130, 0.011, 0.050, 0.012, 0.039, -0.051, -0.034, 0.028, 0.010, -0.073, -0.018, -0.024, 0.021, 0.131, -0.016, -0.075, 0.043, 0.104, -0.118, 0.094, 0.018, -0.138, -0.030, 0.050, -0.016, 0.071, -0.038, -0.058, 0.042, 0.004, -0.045]
}



Most stable one: (A), least stable one: (B).



(A)
{
  "formula": "C4H10NOS",
  "method": "wB97M-V/def2-TZVPD",
  "smiles": "C[C@H](CS)NC[O-]",
  "total_charge": -1,
  "elements": ["C", "C", "C", "S", "N", "C", "O", "H", "H", "H", "H", "H", "H", "H", "H", "H", "H"],
  "xyz": [[0.4658, -1.0030, 1.7093], [0.1329, -0.1075, 0.5792], [-1.1315, -0.7259, -0.2846], [-2.7396, -0.0896, -0.2430], [1.1245, 0.2153, -0.3461], [0.8788, 1.3008, -1.3037], [-0.2570, 1.3743, -2.0953], [-0.4395, -1.4591, 2.2241], [1.1178, -1.9351, 1.3960], [1.0949, -0.6726, 2.5511], [-0.2011, 0.8583, 1.0626], [-0.9147, -0.5536, -1.3583], [-1.2394, -1.8685, -0.1527], [-2.6334, 0.7585, -1.4264], [1.9603, 0.2886, 0.2027], [0.9347, 2.2476, -0.6423], [1.8466, 1.3714, -1.8728]],
  "lowdin_charge": [-0.131, -0.508, -0.629, 0.586, -0.091, -0.514, -0.363, 0.083, 0.101, 0.053, 0.131, 0.031, 0.073, -0.072, 0.091, 0.080, 0.077]
}



(B)
{
  "formula": "C4H10NOS",
  "method": "wB97M-V/def2-TZVPD",
  "smiles": "N[C@H](C[O-])CCS",
  "total_charge": -1,
  "elements": ["C", "O", "C", "C", "C", "S", "N", "H", "H", "H", "H", "H", "H", "H", "H", "H", "H"],
  "xyz": [[-1.7575, 0.4435, 1.0493], [-2.5808, -0.4594, 1.5133], [-0.3503, -0.1848, 0.5958], [0.6060, 0.8024, -0.0316], [1.5010, 0.4428, -1.2015], [2.8448, -0.7435, -0.8759], [-0.7666, -1.2866, -0.3071], [-1.3774, 1.2723, 1.7489], [-2.0295, 1.0462, 0.1361], [0.1086, -0.6224, 1.5138], [1.1325, 1.3921, 0.7318], [-0.1854, 1.4627, -0.4824], [0.8680, -0.1286, -1.8843], [1.7854, 1.3834, -1.6704], [1.9697, -1.5182, -0.1490], [-1.7522, -1.4210, -0.1245], [-0.0163, -1.8810, -0.5624]],
  "lowdin_charge": [-0.549, -0.306, -0.433, -0.286, -0.602, 0.626, 0.024, 0.086, 0.078, 0.119, 0.107, 0.106, 0.043, 0.064, -0.138, 0.048, 0.015]
}



(C)
{
  "formula": "C4H10NOS",
  "method": "wB97M-V/def2-TZVPD",
  "smiles": "CN[C@H](CO)C[S-]",
  "total_charge": -1,
  "elements": ["C", "N", "C", "C", "S", "C", "O", "H", "H", "H", "H", "H", "H", "H", "H", "H", "H"],
  "xyz": [[2.2032, -0.3023, -0.1657], [1.1580, 0.3336, 0.6178], [-0.2061, -0.1484, 0.2816], [-1.1540, 0.0715, 1.4417], [-2.9017, -0.2775, 0.9588], [-0.7225, 0.3945, -1.0427], [-1.3998, -0.5901, -1.8038], [1.8715, -0.6152, -1.1632], [2.9726, 0.4609, -0.2824], [2.5394, -1.1921, 0.3697], [1.1559, 1.3399, 0.5128], [-0.1171, -1.2216, 0.0941], [-1.0290, 1.0898, 1.8247], [-0.9136, -0.5894, 2.2736], [-2.2409, -0.7130, -1.3182], [-1.3284, 1.2924, -0.8986], [0.1124, 0.6670, -1.7002]],
  "lowdin_charge": [-0.157, -0.105, -0.461, -0.680, 0.180, -0.317, -0.146, 0.068, 0.069, 0.068, 0.089, 0.132, 0.043, 0.031, -0.013, 0.098, 0.100]
}



Most stable one: (C), least stable one: (A).